No. 1
Molecular formula: C6H12NO
Method: DFT, ωB97M-V/def2-TZVPD

Properties
HOMO level	-13.444	eV
multiplicity	1
relative energy (zero: lowest compared OMol25 entry of this formula, charge and spin)	230.6	kJ/mol
LUMO	-3.429	eV
charge	+1
HOMO-LUMO gap	10.015	eV
maximum force	4.2	eV Å⁻¹

Positions of all 20 atoms, in Å:
O  1.685  -0.975  -0.132
N  -0.751  -0.334  -0.369
C  0.943  1.355  0.284
C  0.204  -0.515  1.924
C  -1.653  0.777  -0.797
C  1.114  -1.375  -1.264
C  -0.178  -1.065  -1.497
C  0.345  0.071  0.549
H  -0.130  -1.593  2.166
H  0.552  2.195  0.942
H  1.260  -0.597  2.280
H  -2.307  0.248  -1.410
H  -2.321  1.212  0.030
H  -0.846  -1.274  -2.399
H  1.092  1.718  -0.721
H  -1.161  1.586  -1.358
H  -0.268  0.031  2.778
H  -1.416  -0.954  0.185
H  1.973  1.406  0.692
H  1.862  -1.918  -1.881

=====

No. 2
Molecular formula: C6H12NO
Method: DFT, ωB97M-V/def2-TZVPD

Properties
HOMO level (alpha / beta)	-11.185 / -14.448	eV
multiplicity	3
relative energy (zero: lowest compared OMol25 entry of this formula, charge and spin)	348.4	kJ/mol
LUMO (alpha / beta)	-2.705 / -9.103	eV
charge	+1
HOMO-LUMO gap (alpha / beta)	8.480 / 5.345	eV
maximum force	10.0	eV Å⁻¹

Positions of all 20 atoms, in Å:
O  -0.963  -1.903  0.849
N  1.005  -0.358  -0.145
C  -0.548  0.376  -1.958
C  -0.563  1.019  2.909
C  -1.303  -0.979  -0.080
C  2.327  -0.010  -0.613
C  -0.138  -0.424  -0.772
C  -0.315  1.922  2.207
H  0.098  1.175  -2.120
H  -1.575  -2.361  1.331
H  -1.802  -0.156  0.376
H  -2.069  -1.508  -0.821
H  -1.582  0.663  -2.057
H  0.856  -0.851  0.708
H  -0.236  2.895  1.842
H  2.792  0.788  0.174
H  -0.720  0.054  3.272
H  2.988  -0.784  -0.607
H  -0.346  -0.033  -2.992
H  2.096  0.473  -1.501

=====

No. 3
Molecular formula: C6H12NO3
Method: DFT, ωB97M-V/def2-TZVPD

Properties
HOMO level	-13.422	eV
multiplicity	1
relative energy (zero: lowest compared OMol25 entry of this formula, charge and spin)	124.8	kJ/mol
LUMO	-2.893	eV
charge	+1
HOMO-LUMO gap	10.529	eV
maximum force	5.1	eV Å⁻¹

Positions of all 22 atoms, in Å:
O  2.689  -1.594  1.891
O  0.568  -1.027  1.654
O  -1.781  1.467  -0.574
N  -2.077  -0.469  1.335
C  -2.536  -0.713  -0.019
C  2.234  -0.097  0.307
C  2.518  0.574  -0.686
C  -1.631  0.101  -0.943
C  1.729  -0.937  1.314
C  3.124  1.428  -1.614
H  -2.603  -1.727  -0.335
H  -2.078  0.601  1.371
H  -2.465  1.893  -1.000
H  4.193  1.198  -1.591
H  -1.014  -0.811  1.248
H  -1.833  -0.052  -2.092
H  -0.602  -0.136  -0.849
H  2.305  -2.070  2.630
H  -3.512  -0.219  -0.066
H  -2.720  -0.852  2.136
H  2.822  2.508  -1.529
H  2.670  0.933  -2.587

=====

No. 4
Molecular formula: C6H12NO5
Method: DFT, ωB97M-V/def2-TZVPD

Properties
HOMO level (alpha / beta)	-12.194 / -11.535	eV
multiplicity	1
relative energy (zero: lowest compared OMol25 entry of this formula, charge and spin)	264.1	kJ/mol
LUMO (alpha / beta)	-3.798 / -4.156	eV
charge	+1
HOMO-LUMO gap (alpha / beta)	8.396 / 7.379	eV
maximum force	4.0	eV Å⁻¹

Positions of all 24 atoms, in Å:
O  2.993  0.194  -0.034
O  -0.220  -0.676  -1.599
O  0.839  1.306  1.317
O  -1.091  -0.766  1.732
O  -1.956  1.480  -0.948
N  0.783  1.421  -1.008
C  1.976  -0.809  -0.175
C  -1.603  -0.556  0.440
C  -0.989  -1.371  -0.649
C  0.960  -0.227  -1.315
C  0.138  1.350  0.176
C  -1.311  1.016  0.210
H  0.229  1.509  -1.896
H  -0.406  -2.193  -0.248
H  1.746  1.675  -0.946
H  -1.786  -1.597  -1.303
H  -2.721  -0.775  0.533
H  2.239  -1.759  -0.564
H  1.438  -0.933  0.782
H  1.865  1.506  1.302
H  -1.768  -0.498  2.444
H  3.850  -0.191  -0.174
H  -2.515  2.331  -0.885
H  -1.819  1.540  1.189

=====

No. 5
Molecular formula: C6H12NO5S
Method: DFT, ωB97M-V/def2-TZVPD

Properties
HOMO level (alpha / beta)	-12.514 / -12.927	eV
multiplicity	3
relative energy (zero: lowest compared OMol25 entry of this formula, charge and spin)	0.0	kJ/mol
LUMO (alpha / beta)	-3.503 / -7.597	eV
charge	+1
HOMO-LUMO gap (alpha / beta)	9.011 / 5.331	eV
maximum force	5.6	eV Å⁻¹

Positions of all 25 atoms, in Å:
S  4.699  -0.188  0.302
O  -1.833  -2.223  -0.449
O  2.196  -1.850  0.240
O  -0.568  0.568  1.688
O  0.442  1.158  -0.594
O  -3.482  0.507  0.967
N  3.087  1.417  -1.093
C  1.977  -0.726  -0.017
C  -0.461  -0.602  0.911
C  -1.864  -1.142  0.405
C  3.217  0.192  -0.276
C  -2.822  -0.022  -0.110
C  0.537  -0.271  -0.275
H  -2.121  0.909  -0.549
H  0.262  -0.760  -1.135
H  -0.077  -1.361  1.477
H  2.913  1.228  -2.120
H  -3.921  1.355  0.724
H  -3.369  -0.295  -0.995
H  -1.367  0.466  2.301
H  -2.415  -1.487  1.245
H  3.971  1.928  -0.890
H  2.104  1.694  -0.821
H  0.321  1.501  0.370
H  -1.426  -1.997  -1.305

=====

No. 6
Molecular formula: C6H12NOP
Method: DFT, ωB97M-V/def2-TZVPD

Properties
HOMO level	-8.432	eV
multiplicity	1
relative energy (zero: lowest compared OMol25 entry of this formula, charge and spin)	101.1	kJ/mol
LUMO	0.849	eV
charge	0
HOMO-LUMO gap	9.281	eV
maximum force	3.2	eV Å⁻¹

Positions of all 21 atoms, in Å:
P  0.137  -2.185  0.420
O  -1.809  0.420  1.638
N  2.253  -1.244  0.094
C  2.221  -0.123  0.665
C  0.921  0.572  0.794
C  -2.736  -0.321  -0.430
C  -0.239  -0.386  0.045
C  0.923  1.978  0.218
C  -1.607  -0.040  0.539
H  3.145  -1.730  0.069
H  -1.228  -2.580  0.351
H  0.337  -2.586  -0.895
H  -3.359  -1.118  -0.030
H  -0.139  -0.226  -1.028
H  1.675  2.586  0.718
H  1.145  1.958  -0.847
H  -0.049  2.440  0.366
H  -2.372  -0.606  -1.412
H  3.094  0.375  1.094
H  -3.362  0.566  -0.509
H  0.646  0.605  1.853

=====

No. 7
Molecular formula: C6H12NOS
Method: DFT, ωB97M-V/def2-TZVPD

Properties
HOMO level	-1.963	eV
SMILES string	C=C(C)S[C@H](C)C[N-]O
multiplicity	1
relative energy (zero: lowest compared OMol25 entry of this formula, charge and spin)	423.5	kJ/mol
LUMO	3.420	eV
charge	-1
HOMO-LUMO gap	5.384	eV
maximum force	3.7	eV Å⁻¹

Positions of all 21 atoms, in Å:
S  -1.637  0.746  0.645
O  2.187  -0.850  -0.116
N  1.441  -0.872  1.184
C  0.609  1.536  -0.686
C  -1.641  -0.671  -0.437
C  1.053  0.441  1.557
C  -2.025  -0.625  -1.731
C  -1.015  -1.787  0.203
C  0.122  1.242  0.664
H  -2.174  -1.514  -2.504
H  2.065  1.124  1.534
H  0.873  0.602  -1.150
H  0.789  0.132  2.588
H  -1.000  -2.493  -0.617
H  1.511  2.148  -0.576
H  0.040  -1.514  0.578
H  -2.390  0.281  -2.152
H  2.980  -0.195  0.079
H  -0.101  2.268  1.147
H  -1.554  -2.110  1.047
H  -0.133  2.110  -1.256

=====

No. 8
Molecular formula: C6H12NS
Method: DFT, ωB97M-V/def2-TZVPD

Properties
HOMO level	-11.873	eV
multiplicity	1
relative energy (zero: lowest compared OMol25 entry of this formula, charge and spin)	189.0	kJ/mol
LUMO	-4.315	eV
charge	+1
HOMO-LUMO gap	7.557	eV
maximum force	6.1	eV Å⁻¹

Positions of all 20 atoms, in Å:
S  -0.082  1.779  0.761
N  -0.241  -1.962  1.581
C  1.980  2.809  -0.660
C  -0.739  -1.398  -0.730
C  0.828  3.001  0.040
C  -2.207  -3.132  0.614
C  2.528  3.847  -1.344
C  -1.034  -2.169  0.551
H  -2.623  -3.373  -0.376
H  -0.392  -2.263  2.467
H  -1.947  -3.908  1.222
H  0.474  -1.208  1.383
H  1.974  4.792  -1.379
H  -1.173  -1.803  -1.659
H  0.333  -1.321  -0.932
H  -2.992  -2.708  1.250
H  3.562  3.561  -1.730
H  -1.142  -0.415  -0.501
H  0.462  4.093  0.205
H  2.432  1.777  -0.765

=====

No. 9
Molecular formula: C6H12NS2
Method: DFT, ωB97M-V/def2-TZVPD

Properties
HOMO level	-13.281	eV
multiplicity	1
relative energy (zero: lowest compared OMol25 entry of this formula, charge and spin)	86.5	kJ/mol
LUMO	-4.859	eV
charge	+1
HOMO-LUMO gap	8.422	eV
maximum force	5.0	eV Å⁻¹

Positions of all 21 atoms, in Å:
S  1.362  -0.393  -1.474
S  0.498  1.355  0.752
N  0.103  -1.709  0.762
C  2.210  0.672  0.880
C  -1.262  0.356  -1.171
C  -2.107  1.457  -0.546
C  0.118  0.447  -0.639
C  -2.412  0.055  -0.299
C  2.649  0.425  -0.489
H  -1.665  2.031  0.298
H  -0.572  -1.474  1.519
H  2.871  1.220  -1.077
H  0.894  -2.343  0.870
H  2.177  -0.224  1.363
H  -0.361  -1.876  -0.082
H  3.662  -0.243  -0.415
H  -2.275  -0.449  0.684
H  -3.271  -0.206  -0.956
H  -2.846  2.086  -1.170
H  2.703  1.474  1.418
H  -1.190  0.188  -2.246

=====

No. 10
Molecular formula: C6H12O
Method: DFT, ωB97M-V/def2-TZVPD

Properties
HOMO level	-9.648	eV
SMILES string	CC1(O)CCCC1
multiplicity	1
relative energy (zero: lowest compared OMol25 entry of this formula, charge and spin)	185.9	kJ/mol
LUMO	1.004	eV
charge	0
HOMO-LUMO gap	10.652	eV
maximum force	1.7	eV Å⁻¹

Positions of all 19 atoms, in Å:
O  0.902  0.097  1.360
C  1.969  -0.871  -0.421
C  -1.158  1.153  0.612
C  0.660  -0.212  -0.031
C  -0.593  -1.088  -0.161
C  0.162  1.109  -0.581
C  -1.796  -0.135  0.085
H  -2.550  -0.622  0.717
H  -0.527  -1.899  0.566
H  1.019  1.806  -0.762
H  2.011  -1.297  -1.423
H  -2.284  0.151  -0.847
H  -0.658  -1.530  -1.165
H  2.788  -0.156  -0.277
H  0.973  1.064  1.366
H  2.117  -1.669  0.318
H  -0.286  1.024  -1.597
H  -1.711  2.079  0.523
H  -1.037  0.996  1.717

=====

| no. | DFT total energy (eV) |
| --- | --- |
| 1 | -9944.71490 |
| 2 | -9938.82495 |
| 3 | -14040.44281 |
| 4 | -18131.87173 |
| 5 | -28967.59288 |
| 6 | -19241.59107 |
| 7 | -20785.38453 |
| 8 | -18733.29536 |
| 9 | -29568.26418 |
| 10 | -8462.42751 |